No. 1
H3N3O2 | ωB97M-V with the def2-TZVPD basis set

Results
Molecular weight ... 77.0 g mol⁻¹
Frontier orbital gap ... 11.70 eV
Relative energy (zero: lowest compared OMol25 entry of this formula, charge and spin) ... 0.682 eV
E_LUMO ... 0.035 hartree
Energy ... -316.38177 Ha

Each line ends with the Löwdin charge.
Positions of all 8 atoms, in Å:
N (0.36159, -1.26157, -0.26628)  0.036
N (0.44962, 0.09891, -0.27973)  -0.108
N (-0.39321, 0.94853, 0.35029)  -0.495
O (-1.22466, 0.46828, 1.08168)  0.062
O (-0.18821, 2.11657, 0.11520)  0.037
H (0.40416, -1.58974, 0.70034)  0.097
H (-0.51405, -1.58628, -0.68328)  0.096
H (1.10476, 0.80531, -1.01823)  0.274



No. 2
H3N3O2 | ωB97M-V with the def2-TZVPD basis set

Results
Molecular weight ... 77.0 g mol⁻¹
Frontier orbital gap ... 8.57 eV
Relative energy (zero: lowest compared OMol25 entry of this formula, charge and spin) ... 0.669 eV
E_LUMO ... -0.012 hartree
Energy ... -316.38223 Ha

Each line ends with the Löwdin charge.
Positions of all 8 atoms, in Å:
N (2.50909, 0.17722, -0.18739)  -0.049
N (2.17975, -0.91105, 0.20708)  -0.050
N (-1.29074, -0.25199, 0.03490)  -0.132
O (-1.58026, 1.03150, 0.27427)  0.010
O (-2.22050, -0.95976, -0.21742)  0.023
H (1.77271, 0.84005, -0.51826)  0.045
H (-2.53627, 1.23678, 0.20054)  0.119
H (1.16623, -1.16275, 0.20628)  0.032



No. 3
H3N3O2 | ωB97M-V with the def2-TZVPD basis set

Results
Molecular weight ... 77.0 g mol⁻¹
Frontier orbital gap (spin up / spin down) ... 9.62 / 9.62 eV
Relative energy (zero: lowest compared OMol25 entry of this formula, charge and spin) ... 3.268 eV
E_LUMO (spin up / spin down) ... 0.020 / 0.020 hartree
Energy ... -316.28672 Ha

Each line ends with the Löwdin charge.
Positions of all 8 atoms, in Å:
N (-0.95671, -0.07932, 0.05739)  -0.252
N (1.20136, -0.65754, -0.06771)  -0.111
N (-0.46604, 1.00958, -0.03461)  0.117
O (-2.07997, -0.56762, 0.21219)  -0.045
O (1.29366, 0.56667, -0.08118)  -0.123
H (0.75515, -1.18624, -0.91658)  0.157
H (0.71759, -1.06688, 0.79041)  0.133
H (-0.46503, 1.98136, 0.04009)  0.125



No. 4
H3N3O3 | ωB97M-V with the def2-TZVPD basis set

Results
Molecular weight ... 93.0 g mol⁻¹
Frontier orbital gap ... 9.08 eV
Relative energy (zero: lowest compared OMol25 entry of this formula, charge and spin) ... 7.267 eV
E_LUMO ... 0.004 hartree
Energy ... -391.47318 Ha

Each line ends with the Löwdin charge.
Positions of all 9 atoms, in Å:
N (2.51491, -0.29018, -0.14820)  -0.078
N (3.11885, -1.30800, 0.10838)  0.043
N (1.93079, 0.65515, 0.15777)  -0.115
O (1.56523, 1.71941, -0.15625)  0.038
O (-1.64314, 1.28872, -0.20526)  -0.139
O (-0.89394, 0.34017, 0.52122)  -0.135
H (-0.75981, 0.75040, 1.42579)  0.117
H (2.56130, -2.25541, -0.00756)  0.111
H (-2.65587, 0.99302, -0.31230)  0.157